# 1
A structure of composition C50H42N4O2PS3SiW. Source: the OMol25 dataset; level of theory: ωB97M-V/def2-TZVPD.

```
104
Properties=species:S:1:pos:R:3:mulliken_spin:R:1
W -0.390 -0.721 0.223 1.62
C -4.091 3.175 2.056 0.00
Si -3.633 2.258 3.625 0.01
C -3.573 3.456 5.060 0.00
C -4.821 0.860 3.965 0.00
C -1.893 1.532 3.435 0.01
C -0.897 1.737 4.385 0.01
C 0.376 1.181 4.258 0.00
C 0.652 0.432 3.138 0.02
N -0.288 0.222 2.214 -0.01
C -1.529 0.716 2.363 0.05
S -2.543 0.117 1.063 0.01
H -4.943 3.830 2.255 0.00
H -4.369 2.494 1.250 0.00
H -3.271 3.805 1.701 0.00
H -4.499 4.034 5.094 0.00
H -2.751 4.169 4.961 0.00
H -3.471 2.950 6.022 0.00
H -5.849 1.221 4.040 0.00
H -4.570 0.354 4.899 0.00
H -4.780 0.117 3.165 0.00
H -1.110 2.343 5.258 0.00
H 1.133 1.333 5.015 0.00
H 1.617 -0.029 2.963 0.01
C -1.931 1.825 -5.170 0.00
C -0.738 1.214 -5.524 0.00
C -0.125 0.321 -4.655 0.00
C -0.705 0.043 -3.421 -0.02
C -1.914 0.648 -3.077 0.00
C -2.524 1.535 -3.948 0.01
P -0.002 -1.136 -2.241 -0.02
C 1.684 -1.490 -2.770 0.01
C 2.605 -0.448 -2.892 0.00
C 3.944 -0.725 -3.118 0.00
C 4.371 -2.043 -3.231 0.00
C 3.458 -3.080 -3.118 0.00
C 2.117 -2.810 -2.879 0.00
C -1.103 -2.511 -2.061 -0.02
C -1.481 -3.620 -2.809 -0.04
C -2.524 -4.378 -2.312 0.05
C -3.158 -4.012 -1.119 -0.02
C -2.751 -2.915 -0.378 0.12
C -1.674 -2.143 -0.837 0.03
H -2.406 2.519 -5.851 0.00
H -0.285 1.426 -6.484 0.00
H 0.802 -0.156 -4.946 0.00
H -2.392 0.394 -2.136 -0.02
H -3.467 1.995 -3.679 0.00
H 2.278 0.583 -2.805 0.00
H 4.654 0.087 -3.212 0.00
H 5.418 -2.257 -3.406 0.00
H 3.789 -4.107 -3.204 0.00
H 1.416 -3.622 -2.742 0.00
H -0.988 -3.879 -3.738 0.00
H -2.866 -5.256 -2.845 0.00
H -3.985 -4.615 -0.762 0.00
H -3.244 -2.675 0.557 0.00
S 6.719 -2.192 0.430 0.00
C 6.976 -3.876 0.346 0.00
C 5.804 -4.565 0.301 0.00
C 4.671 -3.714 0.332 0.00
C 5.010 -2.388 0.402 0.00
C 4.108 -1.237 0.408 0.00
C 2.721 -1.464 0.297 0.04
N 1.832 -0.492 0.229 0.05
C 2.265 0.797 0.239 0.06
C 3.609 1.123 0.434 -0.01
C 3.988 2.504 0.502 0.00
C 3.072 3.480 0.333 0.00
C 1.702 3.163 0.054 -0.01
C 0.731 4.139 -0.222 0.01
C -0.560 3.770 -0.530 -0.01
C -0.860 2.392 -0.522 -0.01
N 0.027 1.455 -0.258 0.00
C 1.306 1.826 0.009 -0.02
C -1.622 4.729 -0.835 0.00
C -2.906 4.465 -1.233 0.00
C -3.674 5.639 -1.431 0.00
C -2.963 6.772 -1.183 0.00
S -1.364 6.425 -0.704 0.00
C 4.532 0.068 0.517 0.02
H 7.980 -4.270 0.340 0.00
H 5.748 -5.643 0.250 0.00
H 3.653 -4.076 0.284 0.00
H 2.319 -2.463 0.235 -0.01
H 5.027 2.744 0.685 0.00
H 3.359 4.523 0.381 0.00
H 1.020 5.184 -0.196 0.00
H -1.869 2.051 -0.695 0.01
H -3.305 3.471 -1.377 0.00
H -4.708 5.638 -1.743 0.00
H -3.296 7.795 -1.254 0.00
H 5.582 0.306 0.648 0.00
O 0.941 -3.806 -0.171 0.01
C 0.315 -3.731 0.879 0.00
C 0.035 -4.916 1.777 0.00
C -0.717 -4.316 2.949 0.00
C -0.853 -2.843 2.599 0.01
O -1.456 -2.041 3.268 0.00
N -0.196 -2.569 1.393 0.03
H 0.980 -5.389 2.043 0.00
H -0.541 -5.642 1.204 0.00
H -0.198 -4.401 3.903 0.00
H -1.720 -4.718 3.091 0.00
```

Strongest force on any atom ... 0.36 eV/Å
HOMO energy (alpha / beta) ... -9.64 / -10.51 eV
ΔE to the lowest compared entry with this formula, charge and spin ... 0.0 kcal/mol
Total energy ... -114085.612 eV
2S+1 ... 3
Net charge ... +1
Gap between HOMO and LUMO (alpha / beta) ... 6.26 / 7.02 eV
<S²> ... 2.020

---

# 2
A structure of composition C50H45F3N5OS3W in a non-equilibrium geometry. Source: the OMol25 dataset; level of theory: ωB97M-V/def2-TZVPD.

```
108
Properties=species:S:1:pos:R:3:lowdin_charge:R:1
W -0.350 -0.108 -0.308 1.60
C 3.163 0.227 0.489 -0.07
N 2.050 1.200 0.381 -0.14
C 1.966 1.946 1.674 -0.12
C 0.806 1.489 2.564 -0.12
N -0.450 1.511 1.780 -0.14
C -0.873 2.940 1.695 -0.03
C -1.602 0.717 2.284 -0.35
C -2.039 0.635 3.797 -0.08
C -3.528 0.518 3.944 0.00
C -4.270 -0.332 3.219 -0.05
C -3.839 -1.110 2.076 -0.06
C -2.581 -1.389 1.646 -0.53
S -2.262 -1.868 -0.007 0.86
C 2.370 2.182 -0.672 -0.28
C 3.633 2.754 -0.805 -0.02
C 3.893 3.709 -1.777 -0.04
C 2.879 4.154 -2.610 -0.03
C 1.614 3.617 -2.482 -0.10
C 1.368 2.636 -1.526 -0.53
S -0.300 2.051 -1.405 0.81
H 4.080 0.714 0.825 0.10
H 3.350 -0.235 -0.480 0.07
H 2.920 -0.533 1.230 0.08
H 1.866 3.013 1.466 0.13
H 2.892 1.826 2.244 0.14
H 0.754 2.180 3.416 0.15
H 1.003 0.497 2.968 0.10
H -0.928 3.378 2.695 0.12
H -1.853 3.041 1.233 0.09
H -0.162 3.506 1.098 0.08
H -1.606 1.378 4.464 0.16
H -3.991 1.103 4.720 0.13
H -5.330 -0.386 3.413 0.13
H -4.643 -1.486 1.454 0.13
H 4.434 2.483 -0.139 0.12
H 4.885 4.124 -1.865 0.13
H 3.063 4.928 -3.337 0.13
H 0.799 3.954 -3.105 0.12
C -5.470 2.164 -2.399 -0.02
C -5.591 2.357 -1.026 -0.03
C -4.603 1.918 -0.170 0.01
C -3.470 1.273 -0.688 -0.27
C -3.373 1.054 -2.066 -0.07
C -4.360 1.503 -2.918 -0.04
N -2.405 0.867 0.130 -0.15
N -2.686 0.998 1.383 0.07
C -1.351 -0.818 2.346 -0.38
C -1.460 -0.820 3.877 -0.13
C -0.204 -1.167 4.572 0.06
C 0.796 -1.758 3.884 -0.01
C 0.780 -1.789 2.454 -0.05
N -0.122 -1.219 1.703 -0.05
H -6.242 2.517 -3.061 0.12
H -6.455 2.859 -0.622 0.12
H -4.683 2.071 0.896 0.12
H -2.523 0.505 -2.441 0.01
H -4.276 1.345 -3.982 0.12
H -2.218 -1.514 4.257 0.18
H -0.159 -1.038 5.644 0.15
H 1.674 -2.141 4.379 0.13
H 1.619 -2.240 1.936 0.12
F 6.037 -6.972 0.978 0.17
C 5.230 -7.102 -0.084 -0.60
F 4.606 -8.271 0.025 0.17
F 6.018 -7.162 -1.166 0.17
C 4.274 -5.933 -0.185 -0.07
C 2.898 -6.118 -0.238 0.03
C 2.064 -5.022 -0.369 0.01
C 2.605 -3.735 -0.439 -0.24
C 3.992 -3.559 -0.346 -0.02
C 4.822 -4.654 -0.234 0.03
C 1.773 -2.595 -0.563 -0.05
C 1.132 -1.553 -0.607 -0.15
H 2.486 -7.113 -0.178 0.13
H 0.992 -5.158 -0.407 0.12
H 4.408 -2.563 -0.370 0.11
H 5.892 -4.527 -0.186 0.14
O -0.678 -0.628 -2.244 -0.82
S -0.670 -0.205 -3.773 1.11
C -1.930 -1.349 -4.507 -0.22
C -1.527 -2.787 -4.483 -0.31
C -1.289 -3.435 -3.272 -0.05
C -0.917 -4.766 -3.262 -0.05
C -0.788 -5.464 -4.454 -0.04
C -1.028 -4.826 -5.660 -0.04
C -1.383 -3.489 -5.678 -0.03
C 0.801 -0.985 -4.530 -0.22
C 2.107 -0.853 -3.814 -0.27
C 2.737 0.378 -3.655 -0.03
C 4.046 0.430 -3.204 -0.06
C 4.733 -0.739 -2.916 -0.05
C 4.099 -1.964 -3.050 -0.07
C 2.786 -2.020 -3.478 -0.04
H -2.064 -0.988 -5.528 0.12
H -2.852 -1.175 -3.950 0.11
H -1.395 -2.894 -2.337 0.04
H -0.735 -5.264 -2.323 0.10
H -0.510 -6.505 -4.441 0.12
H -0.933 -5.366 -6.589 0.12
H -1.568 -2.993 -6.619 0.13
H 0.856 -0.477 -5.497 0.13
H 0.568 -2.038 -4.693 0.09
H 2.233 1.289 -3.947 0.11
H 4.548 1.381 -3.133 0.11
H 5.770 -0.698 -2.622 0.12
H 4.637 -2.879 -2.864 0.11
H 2.304 -2.978 -3.608 0.13
```

Strongest force on any atom ... 3.25 eV/Å
HOMO energy (alpha / beta) ... -15.58 / -15.58 eV
Total energy ... -104531.227 eV
Net charge ... +3
Gap between HOMO and LUMO (alpha / beta) ... 4.63 / 4.64 eV

---

# 3
A structure of composition C50H45GeN2NiP2 in a non-equilibrium geometry. Source: the OMol25 dataset; level of theory: ωB97M-V/def2-TZVPD.

```
101
Properties=species:S:1:pos:R:3:lowdin_charge:R:1
Ni 0.022 -0.017 0.524 0.01
C -0.704 1.942 -1.989 -0.30
N -0.864 0.923 -3.002 -0.17
C -0.722 -0.464 -2.640 -0.31
P 0.641 -0.732 -1.422 1.03
C 0.934 -2.508 -1.524 -0.34
C -0.148 -3.389 -1.568 -0.10
C 0.073 -4.757 -1.621 -0.08
C 1.372 -5.250 -1.605 -0.08
C 2.448 -4.378 -1.540 -0.06
C 2.233 -3.007 -1.501 -0.07
C 2.070 0.105 -2.122 -0.36
C 2.286 0.096 -3.501 -0.07
C 3.375 0.766 -4.032 -0.06
C 4.255 1.439 -3.191 -0.06
C 4.046 1.448 -1.820 -0.06
C 2.948 0.787 -1.283 -0.08
C -1.406 1.259 -4.258 -0.25
C -1.125 2.498 -4.836 -0.03
C -1.665 2.831 -6.069 -0.08
C -2.473 1.935 -6.756 -0.09
C -2.742 0.700 -6.187 -0.08
C -2.225 0.362 -4.943 -0.03
P -1.393 1.414 -0.360 1.03
C -1.456 2.932 0.610 -0.34
C -0.363 3.800 0.593 -0.10
C -0.379 4.949 1.367 -0.07
C -1.476 5.226 2.174 -0.07
C -2.555 4.355 2.205 -0.06
C -2.549 3.206 1.427 -0.07
C -3.084 0.905 -0.715 -0.37
C -3.663 -0.089 0.073 -0.10
C -4.964 -0.504 -0.173 -0.07
C -5.683 0.061 -1.217 -0.06
C -5.110 1.048 -2.008 -0.06
C -3.816 1.477 -1.755 -0.07
H -1.186 2.865 -2.309 0.10
H 0.350 2.181 -1.801 0.08
H -0.527 -1.057 -3.535 0.10
H -1.623 -0.883 -2.168 0.08
H -1.166 -3.017 -1.565 0.11
H -0.767 -5.437 -1.672 0.11
H 1.544 -6.318 -1.645 0.11
H 3.459 -4.762 -1.526 0.11
H 3.079 -2.330 -1.466 0.11
H 1.607 -0.428 -4.163 0.11
H 3.539 0.765 -5.101 0.11
H 5.106 1.961 -3.611 0.11
H 4.732 1.970 -1.165 0.11
H 2.777 0.808 -0.216 0.07
H -0.461 3.193 -4.337 0.11
H -1.433 3.795 -6.504 0.11
H -2.883 2.196 -7.721 0.10
H -3.377 -0.008 -6.705 0.11
H -2.484 -0.591 -4.500 0.11
H 0.508 3.584 -0.015 0.10
H 0.465 5.627 1.343 0.11
H -1.487 6.122 2.780 0.11
H -3.408 4.570 2.836 0.11
H -3.398 2.535 1.450 0.11
H -3.093 -0.539 0.879 0.08
H -5.413 -1.271 0.444 0.11
H -6.694 -0.270 -1.417 0.11
H -5.671 1.487 -2.823 0.11
H -3.385 2.252 -2.376 0.11
Ge 0.174 -1.345 2.605 0.91
C -0.854 -0.691 4.088 -0.31
C -0.267 0.165 5.020 -0.10
C -1.021 0.696 6.058 -0.08
C -2.368 0.378 6.170 -0.08
C -2.962 -0.472 5.248 -0.08
C -2.208 -1.004 4.210 -0.12
C 1.106 -3.013 2.751 -0.31
C 0.784 -4.068 1.898 -0.11
C 1.429 -5.293 2.017 -0.08
C 2.398 -5.474 2.992 -0.07
C 2.725 -4.431 3.851 -0.07
C 2.079 -3.209 3.735 -0.12
H -0.847 -1.463 1.364 0.02
H 0.782 0.433 4.938 0.10
H -0.559 1.358 6.779 0.11
H -2.956 0.796 6.977 0.11
H -4.011 -0.723 5.339 0.11
H -2.682 -1.671 3.498 0.09
H 0.032 -3.938 1.128 0.08
H 1.172 -6.105 1.349 0.10
H 2.896 -6.430 3.089 0.11
H 3.478 -4.575 4.615 0.11
H 2.343 -2.408 4.418 0.11
N 1.159 0.063 1.876 -0.16
C 2.460 0.523 2.183 -0.39
C 3.543 -0.349 2.264 -0.05
C 4.814 0.152 2.509 -0.07
C 5.012 1.514 2.699 -0.09
C 3.928 2.377 2.627 -0.08
C 2.656 1.888 2.356 -0.04
H 3.388 -1.409 2.106 0.10
H 5.654 -0.530 2.554 0.11
H 6.002 1.898 2.905 0.10
H 4.071 3.441 2.775 0.11
H 1.802 2.551 2.285 0.10
```

Strongest force on any atom ... 1.42 eV/Å
HOMO energy (alpha / beta) ... -10.23 / -10.23 eV
ΔE to the lowest compared entry with this formula, charge and spin ... 6.8 kcal/mol
Total energy ... -171692.104 eV
Net charge ... +1
Gap between HOMO and LUMO (alpha / beta) ... 6.78 / 6.78 eV

---

# 4
A structure of composition C50H46MnN3O2P3Se3Te in a non-equilibrium geometry. Source: the OMol25 dataset; level of theory: ωB97M-V/def2-TZVPD.

```
109
Properties=species:S:1:pos:R:3:mulliken_spin:R:1
Mn 0.104 -0.893 2.213 4.27
Se 1.210 -2.531 3.971 -0.13
Se 2.063 -0.552 4.869 0.00
Te 0.432 3.067 4.204 0.01
Se 0.128 0.580 4.164 0.02
N -1.187 -3.101 0.181 0.02
C -2.431 -2.491 -0.050 -0.02
C -3.003 -2.534 -1.321 0.00
C -4.234 -1.945 -1.558 0.00
C -4.918 -1.308 -0.529 0.00
C -4.342 -1.250 0.730 0.00
C -3.100 -1.823 0.983 -0.03
P -2.250 -1.666 2.583 0.07
C -3.301 -0.662 3.651 -0.02
C -3.156 0.721 3.592 0.00
C -3.909 1.542 4.414 0.00
C -4.822 0.982 5.297 0.00
C -4.993 -0.396 5.340 0.00
C -4.233 -1.220 4.522 0.00
C -2.359 -3.349 3.295 0.00
C -1.969 -3.539 4.621 -0.02
C -2.021 -4.800 5.192 0.00
C -2.445 -5.891 4.445 0.00
C -2.835 -5.714 3.127 0.00
C -2.799 -4.447 2.557 0.00
H -0.868 -3.676 -0.587 0.00
H -1.105 -3.615 1.051 -0.01
H -2.481 -3.051 -2.118 0.00
H -4.665 -1.994 -2.549 0.00
H -5.884 -0.856 -0.704 0.00
H -4.860 -0.733 1.529 0.00
H -2.451 1.176 2.903 0.02
H -3.760 2.613 4.376 0.00
H -5.396 1.618 5.958 0.00
H -5.714 -0.834 6.017 0.00
H -4.370 -2.293 4.567 0.00
H -1.629 -2.698 5.214 0.00
H -1.716 -4.930 6.221 0.00
H -2.478 -6.875 4.893 0.00
H -3.181 -6.555 2.542 0.00
H -3.158 -4.324 1.545 0.00
C 0.171 -0.452 -1.663 0.01
P -0.087 0.297 -0.027 -0.11
C 1.330 1.369 0.297 0.29
C 1.361 2.666 -0.129 -0.03
C 2.272 3.667 0.249 0.35
C 3.396 3.579 1.121 -0.08
C 4.070 2.482 1.517 0.34
C 3.779 1.059 1.115 -0.03
C -1.526 1.421 -0.125 -0.04
C -2.587 1.217 -1.003 0.00
C -3.711 2.029 -0.959 0.00
C -3.801 3.052 -0.028 -0.01
C -2.759 3.250 0.870 0.00
C -1.636 2.438 0.827 0.06
P 1.675 0.138 -2.567 0.02
C 1.680 -1.149 -3.874 0.00
C 0.585 -1.471 -4.675 0.00
C 0.685 -2.449 -5.649 0.00
C 1.891 -3.120 -5.838 0.00
C 2.990 -2.796 -5.061 0.00
C 2.885 -1.810 -4.084 0.00
C 1.073 1.565 -3.541 0.00
C 1.969 2.096 -4.473 0.00
C 1.604 3.163 -5.274 0.00
C 0.342 3.737 -5.148 0.00
C -0.543 3.239 -4.207 0.00
C -0.174 2.159 -3.411 0.01
H -0.755 -0.375 -2.241 0.01
H 0.362 -1.514 -1.498 0.02
H 0.574 2.998 -0.798 0.00
H 2.058 4.658 -0.131 -0.01
H 3.770 4.533 1.477 0.01
H 4.890 2.636 2.212 -0.02
H 4.245 0.414 1.867 -0.02
H -2.558 0.413 -1.728 0.00
H -4.520 1.855 -1.657 0.00
H -4.676 3.687 0.002 0.00
H -2.811 4.039 1.609 0.00
H -0.840 2.627 1.542 -0.01
H -0.350 -0.933 -4.554 0.00
H -0.169 -2.683 -6.273 0.00
H 1.972 -3.886 -6.598 0.00
H 3.934 -3.305 -5.212 0.00
H 3.751 -1.529 -3.492 0.00
H 2.966 1.675 -4.561 0.00
H 2.309 3.557 -5.994 0.00
H 0.058 4.571 -5.776 0.00
H -1.522 3.684 -4.085 0.00
H -0.878 1.794 -2.675 0.00
O 5.937 4.721 -1.398 0.00
C 6.564 3.448 -1.495 0.00
N 5.953 2.441 -0.679 0.01
C 5.077 1.519 -1.209 0.01
O 4.980 1.364 -2.411 0.00
C 4.331 0.644 -0.241 0.05
C 4.163 -0.604 -0.679 -0.01
C 3.399 -1.678 -0.081 0.04
C 2.457 -1.636 0.889 0.03
N 1.938 -0.598 1.628 -0.06
C 2.263 0.801 1.334 -0.04
H 6.018 5.031 -0.490 0.00
H 7.626 3.532 -1.247 0.00
H 6.451 3.131 -2.528 0.00
H 5.946 2.576 0.318 -0.01
H 4.650 -0.844 -1.619 0.00
H 3.553 -2.663 -0.505 0.00
H 1.999 -2.594 1.118 -0.01
H 2.037 1.366 2.252 0.03
```

Strongest force on any atom ... 1.43 eV/Å
HOMO energy (alpha / beta) ... -6.43 / -6.60 eV
ΔE to the lowest compared entry with this formula, charge and spin ... 122.0 kcal/mol
Total energy ... -323680.447 eV
2S+1 ... 6
Net charge ... 0
Gap between HOMO and LUMO (alpha / beta) ... 4.57 / 5.62 eV
<S²> ... 9.072

---

Number 1: molar mass 1070.013 Da. Number 2: molar mass 1068.979 Da. Number 3: molar mass 867.175 Da. Number 4: molar mass 1233.277 Da.